[1]
The following is a DFT calculation (the ωB97M-V functional and the def2-TZVPD basis) of C62H82GaN3P4Si as an isolated structure at a distorted geometry.

As for the net charge: +2. The calculation puts the energy above the lowest of the compared OMol25 structures with the same formula, charge and spin at 0.00 kcal per mole.

Atoms and positions in Å:
Ga (-0.05, -0.12, 0.04)
C (3.22, 0.83, -0.29)
Si (2.19, -0.61, -0.92)
C (2.50, -2.31, -0.17)
C (3.31, -3.16, -0.95)
C (3.59, -4.46, -0.56)
C (3.05, -4.94, 0.62)
C (2.25, -4.12, 1.40)
C (1.97, -2.81, 1.03)
P (0.89, -1.78, 2.13)
C (2.02, -1.30, 3.57)
C (3.07, -2.33, 4.01)
C (4.11, -1.64, 4.90)
C (4.94, -0.64, 4.08)
C (4.13, -0.08, 2.90)
C (2.67, 0.07, 3.30)
C (-0.33, -3.08, 2.78)
C (-0.06, -3.96, 4.01)
C (-0.31, -3.31, 5.37)
C (-1.71, -2.69, 5.43)
C (-1.88, -1.71, 4.28)
C (-1.72, -2.42, 2.93)
C (2.34, -0.55, -2.81)
C (3.66, -0.43, -3.26)
C (3.96, -0.27, -4.60)
C (2.94, -0.20, -5.53)
C (1.63, -0.32, -5.11)
C (1.30, -0.51, -3.77)
P (-0.42, -0.72, -3.22)
C (-1.48, 0.31, -4.38)
C (-1.96, -0.24, -5.73)
C (-2.51, 0.89, -6.62)
C (-3.03, 2.07, -5.80)
C (-1.89, 2.73, -5.01)
C (-0.84, 1.69, -4.57)
C (-0.72, -2.54, -3.60)
C (-0.57, -3.04, -5.04)
C (-0.20, -4.54, -5.09)
C (-0.84, -5.29, -3.92)
C (-0.24, -4.81, -2.59)
C (0.23, -3.35, -2.70)
H (4.28, 0.71, -0.52)
H (3.14, 0.94, 0.79)
H (2.87, 1.76, -0.76)
H (3.72, -2.78, -1.88)
H (4.21, -5.08, -1.19)
H (3.25, -5.96, 0.94)
H (1.84, -4.53, 2.31)
H (1.30, -1.17, 4.38)
H (3.58, -2.76, 3.15)
H (2.60, -3.14, 4.56)
H (4.76, -2.39, 5.35)
H (3.59, -1.13, 5.72)
H (5.84, -1.13, 3.70)
H (5.27, 0.18, 4.73)
H (4.21, -0.75, 2.04)
H (4.55, 0.89, 2.60)
H (2.10, 0.61, 2.53)
H (2.62, 0.68, 4.21)
H (-0.39, -3.76, 1.92)
H (0.95, -4.36, 4.00)
H (-0.73, -4.82, 3.92)
H (0.42, -2.53, 5.57)
H (-0.20, -4.06, 6.15)
H (-1.84, -2.18, 6.39)
H (-2.47, -3.48, 5.37)
H (-1.11, -0.93, 4.36)
H (-2.85, -1.22, 4.32)
H (-1.87, -1.67, 2.15)
H (-2.49, -3.18, 2.84)
H (4.47, -0.47, -2.55)
H (5.00, -0.20, -4.91)
H (3.16, -0.05, -6.58)
H (0.84, -0.25, -5.85)
H (-2.38, 0.48, -3.77)
H (-2.74, -0.98, -5.55)
H (-1.15, -0.74, -6.26)
H (-3.31, 0.49, -7.25)
H (-1.73, 1.25, -7.30)
H (-3.81, 1.72, -5.12)
H (-3.49, 2.81, -6.46)
H (-2.31, 3.24, -4.15)
H (-1.40, 3.48, -5.63)
H (-0.36, 2.01, -3.64)
H (-0.05, 1.62, -5.32)
H (-1.75, -2.72, -3.27)
H (0.21, -2.48, -5.57)
H (-1.51, -2.91, -5.58)
H (0.88, -4.67, -5.04)
H (-0.54, -4.96, -6.03)
H (-0.69, -6.36, -4.03)
H (-1.92, -5.13, -3.94)
H (0.62, -5.43, -2.33)
H (-0.98, -4.92, -1.79)
H (1.23, -3.32, -3.14)
H (0.32, -2.91, -1.70)
C (0.02, 3.03, -1.23)
N (-0.62, 2.98, 0.12)
P (0.57, 2.42, 1.28)
C (-0.11, 2.87, 2.91)
C (-0.48, 4.18, 3.22)
C (-0.87, 4.50, 4.51)
C (-0.88, 3.52, 5.50)
C (-0.48, 2.23, 5.20)
C (-0.10, 1.90, 3.91)
C (1.83, 3.74, 1.19)
C (3.09, 3.47, 1.71)
C (4.06, 4.46, 1.75)
C (3.78, 5.72, 1.26)
C (2.53, 6.00, 0.74)
C (1.55, 5.02, 0.71)
P (-1.91, 1.84, -0.07)
C (-3.11, 2.84, -1.01)
C (-3.03, 4.22, -1.07)
C (-4.05, 4.95, -1.66)
C (-5.16, 4.29, -2.18)
C (-5.25, 2.91, -2.12)
C (-4.23, 2.18, -1.53)
C (-2.85, 1.73, 1.49)
C (-3.40, 2.84, 2.11)
C (-4.21, 2.68, 3.22)
C (-4.49, 1.40, 3.70)
C (-3.99, 0.29, 3.05)
C (-3.17, 0.45, 1.94)
H (0.89, 3.68, -1.21)
H (-0.69, 3.42, -1.95)
H (0.34, 2.03, -1.57)
H (-0.46, 4.94, 2.46)
H (-1.17, 5.51, 4.75)
H (-1.18, 3.77, 6.51)
H (-0.45, 1.48, 5.98)
H (0.21, 0.90, 3.65)
H (3.32, 2.48, 2.09)
H (5.04, 4.24, 2.17)
H (4.55, 6.49, 1.27)
H (2.31, 6.99, 0.34)
H (0.57, 5.26, 0.31)
H (-2.17, 4.74, -0.66)
H (-3.98, 6.03, -1.72)
H (-5.96, 4.87, -2.63)
H (-6.11, 2.40, -2.52)
H (-4.29, 1.10, -1.46)
H (-3.20, 3.83, 1.72)
H (-4.63, 3.54, 3.71)
H (-5.13, 1.29, 4.56)
H (-4.24, -0.70, 3.41)
H (-2.82, -0.40, 1.38)
N (-2.71, -1.56, -0.60)
N (-1.47, -2.02, -0.06)
H (-3.35, -2.34, -0.76)
H (-2.51, -1.13, -1.50)
H (-1.06, -2.78, -0.61)
H (-1.67, -2.39, 0.87)

=====

[2]
The following is a DFT calculation (the ωB97M-V functional and the def2-TZVPD basis) of a 16-piece molecular cluster, C62H94Br2O45 overall at a distorted geometry.

Atoms and positions in Å:
Br (-4.05, 1.31, -5.63)
C (-4.28, 3.01, -4.66)
C (-3.54, 2.99, -3.37)
Br (-4.13, 4.46, -2.10)
H (-5.34, 3.11, -4.44)
H (-4.06, 3.85, -5.31)
H (-2.46, 3.09, -3.46)
H (-3.82, 2.10, -2.81)
C (-7.42, 4.42, 0.10)
C (-7.55, 2.90, -0.27)
C (-6.28, 2.13, -0.25)
O (-6.63, 0.91, 0.37)
C (-7.89, 1.04, 0.85)
O (-8.58, 0.13, 1.23)
O (-8.24, 2.26, 0.82)
H (-6.84, 4.87, -0.71)
H (-6.91, 4.61, 1.04)
H (-8.42, 4.86, 0.12)
H (-8.06, 2.75, -1.23)
H (-5.51, 2.77, 0.19)
H (-6.04, 1.87, -1.28)
C (-1.07, 6.31, -1.47)
C (-0.06, 6.21, -0.35)
C (-0.30, 4.96, 0.56)
O (0.98, 4.41, 0.66)
C (1.80, 4.98, -0.18)
O (2.99, 4.63, -0.30)
O (1.20, 5.94, -0.85)
H (-0.70, 6.91, -2.31)
H (-1.95, 6.82, -1.09)
H (-1.46, 5.41, -1.92)
H (0.19, 7.08, 0.26)
H (-1.11, 4.33, 0.17)
H (-0.61, 5.36, 1.52)
C (2.54, 2.81, 4.48)
C (3.60, 3.86, 4.19)
C (3.79, 4.05, 2.70)
O (3.65, 5.46, 2.57)
C (3.24, 6.02, 3.75)
O (3.09, 7.19, 3.88)
O (3.19, 5.08, 4.67)
H (2.86, 1.85, 4.08)
H (1.60, 3.10, 4.00)
H (2.37, 2.68, 5.55)
H (4.57, 3.55, 4.57)
H (3.07, 3.56, 2.05)
H (4.77, 3.70, 2.39)
C (1.46, 3.03, -3.31)
C (1.24, 1.85, -4.21)
C (0.13, 2.00, -5.24)
O (0.73, 1.34, -6.38)
C (2.06, 1.06, -6.15)
O (2.87, 0.54, -6.91)
O (2.39, 1.52, -4.95)
H (2.28, 3.00, -2.58)
H (0.63, 3.33, -2.67)
H (1.54, 3.91, -3.94)
H (0.96, 1.02, -3.55)
H (-0.04, 3.06, -5.42)
H (-0.76, 1.52, -4.83)
C (-2.88, -1.83, -10.11)
C (-2.65, -1.17, -8.76)
C (-3.65, -1.52, -7.66)
O (-2.88, -2.04, -6.56)
C (-1.62, -2.08, -6.92)
O (-0.70, -2.51, -6.25)
O (-1.46, -1.60, -8.21)
H (-3.53, -1.12, -10.62)
H (-3.28, -2.84, -10.16)
H (-1.99, -1.78, -10.73)
H (-2.51, -0.09, -8.77)
H (-4.38, -2.24, -8.02)
H (-4.21, -0.64, -7.36)
C (4.84, -4.17, -1.89)
C (5.91, -5.25, -1.80)
C (7.09, -5.12, -2.74)
O (8.25, -5.03, -1.87)
C (7.81, -5.07, -0.56)
O (8.61, -5.19, 0.38)
O (6.52, -5.12, -0.56)
H (4.38, -4.09, -0.91)
H (4.09, -4.22, -2.68)
H (5.20, -3.16, -2.09)
H (5.55, -6.26, -2.01)
H (7.04, -4.25, -3.40)
H (7.08, -6.02, -3.35)
C (2.09, -2.77, -4.68)
C (1.40, -2.46, -3.36)
C (-0.09, -2.84, -3.32)
O (-0.21, -3.69, -2.24)
C (0.89, -3.62, -1.52)
O (1.00, -4.14, -0.40)
O (1.90, -2.96, -2.24)
H (3.18, -2.78, -4.56)
H (1.90, -2.05, -5.48)
H (1.80, -3.75, -5.06)
H (1.34, -1.37, -3.30)
H (-0.35, -3.51, -4.14)
H (-0.76, -1.99, -3.33)
C (4.34, 1.16, -1.66)
C (5.92, 1.19, -1.89)
C (6.71, 1.55, -0.64)
O (7.42, 0.39, -0.29)
C (7.20, -0.56, -1.16)
O (7.71, -1.66, -1.19)
O (6.38, -0.09, -2.15)
H (3.72, 1.19, -2.55)
H (4.05, 2.09, -1.18)
H (4.05, 0.29, -1.08)
H (6.00, 1.93, -2.68)
H (6.06, 1.82, 0.19)
H (7.32, 2.44, -0.81)
C (-5.32, 4.32, 5.43)
C (-4.58, 4.69, 4.16)
C (-3.04, 4.98, 4.29)
O (-2.57, 4.34, 3.17)
C (-3.53, 3.55, 2.59)
O (-3.24, 2.74, 1.67)
O (-4.68, 3.65, 3.21)
H (-5.55, 5.16, 6.08)
H (-4.68, 3.69, 6.05)
H (-6.21, 3.73, 5.20)
H (-5.18, 5.45, 3.67)
H (-2.71, 4.57, 5.24)
H (-2.75, 6.03, 4.20)
C (-3.66, -3.23, -1.68)
C (-4.74, -2.09, -1.58)
C (-4.94, -1.31, -2.90)
O (-6.28, -1.47, -3.18)
C (-6.89, -2.29, -2.24)
O (-8.09, -2.66, -2.21)
O (-5.98, -2.80, -1.54)
H (-2.67, -2.78, -1.58)
H (-3.82, -3.77, -2.62)
H (-3.83, -3.82, -0.78)
H (-4.70, -1.47, -0.68)
H (-4.41, -1.86, -3.68)
H (-4.59, -0.28, -2.83)
C (-1.42, 1.02, 4.96)
C (-2.52, -0.04, 4.88)
C (-3.93, 0.43, 5.10)
O (-4.67, -0.02, 3.98)
C (-3.84, -0.77, 3.24)
O (-4.24, -1.29, 2.22)
O (-2.60, -0.54, 3.60)
H (-1.59, 1.95, 4.41)
H (-0.39, 0.75, 4.75)
H (-1.56, 1.37, 5.99)
H (-2.26, -0.86, 5.55)
H (-3.99, 1.52, 5.13)
H (-4.30, -0.07, 5.99)
C (6.90, -3.33, 3.39)
C (6.33, -2.47, 2.34)
C (4.96, -2.98, 1.81)
O (4.25, -1.74, 1.71)
C (4.82, -0.68, 2.43)
O (4.47, 0.51, 2.53)
O (6.01, -1.17, 2.91)
H (7.28, -4.26, 2.97)
H (6.18, -3.61, 4.16)
H (7.83, -2.92, 3.79)
H (7.02, -2.37, 1.50)
H (4.39, -3.65, 2.45)
H (5.17, -3.48, 0.86)
C (-0.20, -4.40, 3.25)
C (-1.55, -3.81, 2.79)
C (-1.95, -4.16, 1.32)
O (-3.19, -4.84, 1.45)
C (-3.53, -4.89, 2.74)
O (-4.61, -5.28, 3.21)
O (-2.54, -4.42, 3.53)
H (0.08, -5.45, 3.11)
H (-0.18, -4.29, 4.33)
H (0.56, -3.78, 2.78)
H (-1.58, -2.74, 2.98)
H (-1.22, -4.77, 0.79)
H (-2.06, -3.19, 0.82)
C (2.17, -4.51, 7.56)
C (2.77, -3.27, 6.83)
C (3.54, -3.58, 5.59)
O (2.88, -2.80, 4.60)
C (1.82, -2.21, 5.07)
O (0.96, -1.66, 4.44)
O (1.76, -2.37, 6.40)
H (1.47, -4.17, 8.32)
H (2.93, -5.20, 7.94)
H (1.58, -5.07, 6.84)
H (3.34, -2.72, 7.58)
H (3.49, -4.67, 5.49)
H (4.59, -3.30, 5.72)
C (1.05, -0.86, 1.37)
C (-0.23, -0.30, 0.76)
C (-0.36, 1.19, 0.70)
O (-1.03, 1.43, -0.47)
C (-0.88, 0.33, -1.29)
O (-1.25, 0.23, -2.47)
O (-0.29, -0.69, -0.58)
H (1.83, -0.43, 0.74)
H (1.15, -1.95, 1.41)
H (1.10, -0.50, 2.39)
H (-1.07, -0.80, 1.26)
H (0.56, 1.78, 0.74)
H (-0.87, 1.47, 1.62)

=====

Taking the records one at a time from the top gives HOMO energy values of -12.467, -10.006 eV.
Taking the records one at a time from the top gives lowest unoccupied orbital energy values of -5.80, -0.45 eV.